29
Properties=species:S:1:pos:R:3:forces:R:3:nbo_charge:R:1 method="wB97M-V/def2-TZVPD" lumo_energy_ev="2.6537 / 2.6598" molar_mass_g_mol=413.38 orbital_gap_ev="4.369 / 4.388" multiplicity=4 homo_ha="-0.0630 / -0.0635" total_charge=-1
H 2.824573 -1.109425 -0.457775 -0.798 -0.006 -0.260 0.22
H -3.807106 1.132072 -1.248543 0.435 -0.207 0.313 0.23
C 2.397756 0.986615 0.138470 -3.888 1.800 -2.511 0.46
C -0.211924 -0.772094 -1.890942 1.144 -0.410 -0.395 -0.49
H -3.523088 -1.741046 2.021393 0.367 0.326 -0.319 0.21
H -0.961748 -0.272014 -2.511401 0.153 -0.330 0.149 0.23
H 1.525875 -3.385519 -0.620315 -0.540 0.612 0.112 0.20
C 1.086342 -2.409737 -0.887304 -0.240 0.464 -0.318 -0.32
C -0.158779 -2.170139 -1.519965 -0.295 0.572 0.056 -0.32
C -2.977292 1.355946 0.828059 -0.914 -0.118 0.426 -0.44
C -3.480268 0.662821 -0.316474 -0.347 0.140 0.754 -0.32
H -2.822663 2.435336 0.905155 0.034 -0.556 -0.088 0.26
O 3.650773 1.057798 -0.034830 3.193 0.083 1.165 -0.55
Br -0.394246 2.934194 -0.530385 -0.208 0.939 -0.465 -0.57
C -2.854942 0.407484 1.900078 -0.764 0.138 -0.463 -0.44
H -2.594646 0.637907 2.934887 -0.023 -0.059 -0.312 0.23
H 4.119009 1.220842 2.021608 0.246 0.157 -0.210 0.19
H 5.091468 2.179718 0.817335 0.382 0.228 0.380 0.18
C 4.623866 1.234978 1.047763 -0.024 -0.320 0.502 -0.37
H 5.325164 0.398544 0.955357 0.000 0.273 0.154 0.17
C 1.795845 -1.179865 -0.838679 -0.113 -0.617 -1.026 -0.32
C -3.745652 -0.677104 0.066584 0.340 0.189 0.228 -0.30
C -3.338720 -0.848178 1.414627 0.052 0.373 -0.082 -0.31
H 1.449994 0.802905 -1.910929 -0.735 -1.100 0.665 0.29
C 1.060982 -0.165241 -1.535885 -0.787 -1.677 -1.472 -0.38
H -0.912410 -2.919762 -1.789558 0.214 0.386 0.411 0.20
H -4.271460 -1.423899 -0.536915 0.501 0.260 0.172 0.21
Nd -0.604286 0.444119 0.417715 2.028 -1.187 -0.385 1.69
O 1.707581 1.182744 1.160868 0.588 -0.353 2.821 -0.85